[1]
C6H14O5S | ωB97M-V/def2-TZVPD

The molar mass is 198.2 g/mol. The largest force on an atom is 0.0749 Eh/bohr. For the relative energy (zero: lowest compared OMol25 entry of this formula, charge and spin), the calculation gives 194.4 kJ/mol.

```
! RIJCOSX wB97M-V def2-TZVPD def2/J DEFGRID3
* xyz 0 1
S -1.244 0.389 0.331
O -2.281 0.057 -0.607
O -1.374 1.649 1.068
O 1.344 0.816 0.770
O 0.741 1.349 -1.442
O 0.879 -0.878 -0.749
C -2.570 -1.749 1.549
C 0.641 0.425 -0.412
C 0.573 -1.277 -2.089
C 0.579 2.780 -1.257
C 2.528 0.114 0.956
C -1.259 -0.987 1.590
H 3.245 0.743 0.411
H 1.046 3.249 -2.100
H 0.421 -0.375 -2.659
H -0.987 -0.408 2.523
H -0.484 2.989 -1.376
H 1.461 -1.844 -2.495
H -3.011 -1.908 2.508
H -2.435 -2.730 1.113
H -3.156 -1.176 0.783
H -0.379 -1.681 1.126
H 2.419 -0.958 0.792
H -0.291 -2.004 -2.091
H 0.932 3.106 -0.302
H 2.663 0.307 2.061
*
```

Atom charges from the Mulliken analysis, given in e for atoms 1 to 6: atom 1 (S): 1.10, atom 2 (O): -0.70, atom 3 (O): -0.69, atom 4 (O): -0.31, atom 5 (O): -0.47, atom 6 (O): -0.37



[2]
C6H14OS | ωB97M-V/def2-TZVPD

The molar mass is 134.2 g/mol. The largest force on an atom is 0.0395 Eh/bohr. For the relative energy (zero: lowest compared OMol25 entry of this formula, charge and spin), the calculation gives 114.8 kJ/mol.

```
! RIJCOSX wB97M-V def2-TZVPD def2/J DEFGRID3
* xyz 0 1
S -1.541 -1.177 -0.812
O 2.489 1.205 1.017
C 0.500 -1.189 1.226
C 1.338 1.284 -1.042
C 0.294 1.953 -1.549
C -0.960 -1.443 0.932
C -3.262 -1.744 -0.604
C 2.408 1.929 -0.249
H 3.396 1.824 -0.762
H 1.149 -1.731 0.486
H -0.613 1.475 -1.935
H -3.735 -1.008 0.097
H -1.159 -2.496 1.113
H 2.964 1.776 1.630
H 0.197 3.012 -1.335
H -1.582 -0.804 1.536
H -3.248 -2.756 -0.144
H 0.752 -1.487 2.254
H -3.671 -1.743 -1.638
H 2.223 3.001 -0.075
H 0.727 -0.092 1.113
H 1.335 0.210 -1.261
*
```

Atom charges from the Mulliken analysis, given in e for atoms 1 to 6: atom 1 (S): -0.06, atom 2 (O): -0.50, atom 3 (C): -0.97, atom 4 (C): -0.10, atom 5 (C): -0.77, atom 6 (C): -0.40



[3]
C6H14OSi | ωB97M-V/def2-TZVPD

The molar mass is 130.3 g/mol. The largest force on an atom is 0.1145 Eh/bohr. For the relative energy (zero: lowest compared OMol25 entry of this formula, charge and spin), the calculation gives 358.1 kJ/mol.

```
! RIJCOSX wB97M-V def2-TZVPD def2/J DEFGRID3
* xyz 0 1
Si 1.593 -0.032 1.170
O 2.777 -1.108 0.981
C 0.442 -0.941 2.349
C -1.366 1.559 -1.931
C -0.147 -1.119 -1.543
C 0.400 0.088 -0.795
C -0.770 1.033 -0.610
C -0.721 -0.702 2.966
H -0.801 -1.612 -0.926
H 3.472 -1.258 0.316
H -1.461 0.634 0.132
H -1.375 0.073 2.645
H -1.062 -1.252 3.819
H 1.116 -1.773 2.613
H 1.057 0.714 -1.379
H -0.761 2.459 -2.432
H -1.425 0.655 -2.524
H 2.042 1.293 1.319
H -0.595 1.941 -0.110
H -2.475 1.958 -1.791
H -0.621 -0.844 -2.615
H 0.677 -1.764 -1.656
*
```

Atom charges from the Mulliken analysis, given in e for atoms 1 to 6: atom 1 (Si): 0.49, atom 2 (O): -0.47, atom 3 (C): -0.29, atom 4 (C): -0.92, atom 5 (C): -1.22, atom 6 (C): -0.01



Q: Look up the largest force on an atom of the first one.
A: 0.0749 Eh/bohr



Q: The highest relative energy (zero: lowest compared OMol25 entry of this formula, charge and spin) belongs to which entry?
A: C6H14OSi